No. 1
C19H35N2O6 | ωB97M-V/def2-TZVPD

- LUMO: -4.863 eV
- Molecular weight: 387.5 g mol⁻¹
- Max |F|: 1.686 eV/A
- Frontier orbital gap: 5.512 eV

Geometry as ORCA input:
```
! RIJCOSX wB97M-V def2-TZVPD def2/J DEFGRID3
* xyz 1 1
C -6.315 1.000 2.056
C -5.689 1.928 1.633
C -4.916 2.935 0.916
N -5.813 3.942 0.226
C -5.248 5.101 -0.094
C -6.023 6.048 -0.773
C -7.316 5.675 -1.049
C -7.808 4.430 -0.635
N -7.041 3.567 0.007
H -6.993 0.364 2.583
H -4.231 3.439 1.596
H -4.371 2.440 0.107
H -4.210 5.287 0.151
H -5.609 7.004 -1.065
H -7.983 6.343 -1.584
H -8.828 4.125 -0.835
C 2.238 3.691 2.602
O 1.349 2.614 2.392
C 0.092 2.829 3.006
C -0.957 1.928 2.391
O -1.463 2.406 1.144
C -0.597 2.265 0.019
C -0.496 0.845 -0.495
O 0.391 0.092 0.307
C 0.182 -1.300 0.181
H 2.431 3.838 3.670
H 3.175 3.452 2.103
H 1.838 4.615 2.169
H -0.215 3.876 2.892
H 0.184 2.597 4.076
H -1.820 1.915 3.062
H -0.597 0.903 2.302
H 0.389 2.684 0.227
H -1.050 2.873 -0.769
H -0.106 0.860 -1.522
H -1.493 0.386 -0.498
H -0.828 -1.572 0.509
H 0.902 -1.806 0.820
H 0.336 -1.625 -0.854
C 5.556 -6.342 -3.568
O 4.854 -5.273 -2.972
C 3.455 -5.371 -3.176
C 2.709 -4.528 -2.164
O 2.579 -5.147 -0.891
C 3.741 -5.172 -0.070
C 4.058 -3.838 0.570
O 4.710 -2.980 -0.352
C 4.594 -1.625 0.014
H 5.396 -6.360 -4.652
H 6.616 -6.197 -3.369
H 5.247 -7.300 -3.134
H 3.129 -6.414 -3.090
H 3.228 -5.006 -4.188
H 1.685 -4.406 -2.525
H 3.149 -3.532 -2.078
H 4.602 -5.567 -0.613
H 3.507 -5.876 0.731
H 4.728 -3.995 1.426
H 3.127 -3.378 0.924
H 3.542 -1.314 0.028
H 5.119 -1.026 -0.728
H 5.043 -1.443 0.997
*
```


No. 2
C19H35N5O4TaTl | ωB97M-V/def2-TZVPD

- LUMO (spin up / spin down): -9.770 / -9.771 eV
- Molecular weight: 782.9 g mol⁻¹
- Max |F|: 8.456 eV/A
- Frontier orbital gap (spin up / spin down): 5.518 / 5.517 eV

Geometry as ORCA input:
```
! RIJCOSX wB97M-V def2-TZVPD def2/J DEFGRID3
* xyz 2 1
N -1.994 -0.664 -0.625
C -3.092 -1.257 -0.211
O -4.084 -0.751 0.387
Tl -2.784 1.288 0.895
Ta -0.095 -0.185 -0.681
N 0.117 1.550 -1.598
N 0.701 -1.641 -1.712
C -0.497 2.352 -2.723
C 0.068 -2.665 -2.644
C -0.195 3.850 -2.540
C 0.069 1.849 -4.060
C -1.996 2.125 -2.666
C -0.619 -3.720 -1.770
C 1.114 -3.318 -3.558
C -0.948 -1.922 -3.486
H -0.515 4.194 -1.555
H -0.758 4.421 -3.301
H 0.862 4.084 -2.674
H 1.155 1.927 -4.107
H -0.350 2.447 -4.895
H -0.212 0.797 -4.229
H -2.251 1.054 -2.710
H -2.480 2.623 -3.536
H -2.427 2.564 -1.762
H 0.080 -4.195 -1.077
H -1.055 -4.519 -2.405
H -1.435 -3.270 -1.187
H 1.826 -3.946 -3.020
H 1.663 -2.569 -4.135
H 0.585 -3.969 -4.278
H -1.505 -2.641 -4.121
H -0.452 -1.202 -4.156
H -1.682 -1.392 -2.866
C 1.561 1.896 -1.304
H 1.949 1.164 -0.596
H 2.185 1.863 -2.212
H 1.657 2.888 -0.834
C 2.102 -1.972 -1.276
H 2.401 -1.265 -0.514
H 2.170 -2.984 -0.856
H 2.818 -1.900 -2.119
C -1.070 2.331 4.350
C -0.963 0.829 4.563
C 0.234 0.020 3.910
C 1.652 0.252 4.584
C 2.289 1.629 4.527
C -0.072 -1.421 4.219
O -0.165 -1.876 5.331
N -0.288 -2.339 3.162
C -0.255 -1.967 1.811
O -0.495 -2.822 0.942
N 0.033 -0.653 1.492
C 0.289 0.289 2.438
O 0.542 1.478 1.947
H -0.240 2.890 4.807
H -1.982 2.677 4.838
H -1.142 2.587 3.292
H -0.968 0.611 5.645
H -1.886 0.394 4.146
H 1.576 -0.042 5.641
H 2.341 -0.453 4.097
H 1.732 2.356 5.129
H 3.279 1.553 4.976
H 2.402 1.980 3.500
H -0.501 -3.290 3.369
*
```


No. 3
C19H35N5ReSSb2Se4 | ωB97M-V/def2-TZVPD

- LUMO (spin up / spin down): -9.822 / -9.822 eV
- Molecular weight: 1111.2 g mol⁻¹
- Max |F|: 0.907 eV/A
- Frontier orbital gap (spin up / spin down): 5.897 / 5.898 eV

Geometry as ORCA input:
```
! RIJCOSX wB97M-V def2-TZVPD def2/J DEFGRID3
* xyz 3 1
Re -0.553 0.195 0.375
S 1.229 -1.054 1.175
C 0.573 -0.558 2.751
C 0.935 -0.898 4.037
C 0.192 -0.344 5.069
C -0.877 0.503 4.789
C -1.179 0.793 3.474
N -0.451 0.280 2.473
H 1.764 -1.563 4.223
H 0.444 -0.573 6.095
H -1.467 0.936 5.582
H -1.993 1.445 3.191
Se -3.078 0.854 0.302
Sb -3.839 3.131 0.255
Se 0.439 2.183 -0.267
Se -0.754 3.115 -2.091
Se -2.183 4.537 -0.935
C -4.617 -0.398 -4.064
C -3.533 0.139 -4.996
C -3.296 1.637 -4.836
C -2.262 -0.699 -4.998
N -1.522 -0.740 -3.697
C -1.719 -0.116 -2.531
N -0.796 -0.510 -1.663
N -0.056 -1.393 -2.367
N -0.483 -1.525 -3.576
H -5.557 0.110 -4.267
H -4.396 -0.228 -3.008
H -4.786 -1.464 -4.205
H -3.889 -0.015 -6.022
H -3.043 1.922 -3.812
H -4.205 2.177 -5.094
H -2.505 1.999 -5.491
H -1.531 -0.332 -5.719
H -2.484 -1.746 -5.206
H -2.492 0.596 -2.322
C 0.124 -4.708 -3.996
C 1.485 -4.098 -3.692
C 2.113 -3.423 -4.903
Sb 1.542 -2.877 -1.933
C 0.796 -4.091 -0.302
C -0.722 -4.056 -0.271
C 1.383 -5.483 -0.520
C 3.330 -1.692 -2.093
C 3.319 -0.342 -1.405
C 4.464 -2.614 -1.650
H 0.259 -5.468 -4.765
H -0.563 -3.962 -4.393
H -0.338 -5.197 -3.139
H 2.159 -4.884 -3.325
H 1.535 -2.559 -5.233
H 2.125 -4.140 -5.723
H 3.147 -3.122 -4.738
H 1.218 -3.627 0.586
H -1.168 -4.463 -1.178
H -1.115 -3.050 -0.093
H -1.053 -4.683 0.558
H 0.962 -5.987 -1.389
H 1.130 -6.082 0.357
H 2.472 -5.489 -0.593
H 3.339 -1.568 -3.180
H 3.372 -0.436 -0.321
H 2.451 0.263 -1.670
H 4.206 0.201 -1.735
H 4.441 -2.790 -0.574
H 5.412 -2.125 -1.880
H 4.474 -3.573 -2.174
*
```